<P>
This record from the Open Molecules 2025 dataset describes a single C4H5ClN2 molecule. The level of theory is ωB97M-V/def2-TZVPD.

Positions of all 12 atoms, in Å:
Cl 1.905 0.790 -3.375
N 1.464 -0.248 1.169
N 1.292 0.794 -1.825
C -0.228 -0.423 -0.466
C -0.760 0.133 1.986
C 0.250 0.066 -1.697
C 0.268 -0.106 0.860
H -1.158 -0.759 2.418
H -0.131 0.755 2.553
H -1.660 0.525 1.443
H -1.062 -1.032 -0.596
H -0.180 -0.496 -2.471

As for the frontier orbital gap (alpha / beta): 0.2928 / 0.3109 hartree. As for the multiplicity: 1. Its molar mass is 116.55 g mol⁻¹. The calculation puts the LUMO energy (alpha / beta) at -1.7 / -0.4 eV.

<Q>
This record from the Open Molecules 2025 dataset describes a single C4H5ClN2 molecule. The level of theory is ωB97M-V/def2-TZVPD.

Positions of all 12 atoms, in Å:
Cl 2.976 -0.702 0.363
N 0.862 1.474 -0.372
N -0.524 0.950 -0.635
C 1.210 0.037 -0.141
C -0.169 1.820 0.493
C -0.038 -0.423 -0.303
C -0.764 -1.711 -0.321
H -0.133 1.371 1.458
H -0.083 -2.190 -0.881
H -0.708 2.839 0.477
H -0.846 -2.050 0.674
H -1.782 -1.415 -0.813

Its SMILES is Cc1c(Cl)n2n1C2. As for the frontier orbital gap: 0.3677 hartree. As for the multiplicity: 1. Its molar mass is 116.55 g mol⁻¹. The calculation puts the LUMO energy at 0.5 eV.

<R>
This record from the Open Molecules 2025 dataset describes a single C4H5ClN2 molecule. The level of theory is ωB97M-V/def2-TZVPD.

Positions of all 12 atoms, in Å:
Cl 2.287 -0.778 -0.230
N -0.823 -1.464 -0.433
N -0.565 -0.475 -1.248
C 1.067 0.607 0.061
C -0.118 0.756 -0.616
C -0.557 -1.101 0.840
C -0.241 0.283 0.892
H -0.683 -1.744 1.618
H -0.337 1.712 -0.869
H -1.297 -0.214 -1.832
H 1.633 1.494 0.032
H -0.366 0.924 1.785

Its SMILES is Cl[C@@H]1[C@@H]2C=NN[C@H]12. As for the frontier orbital gap: 0.3473 hartree. As for the multiplicity: 1. Its molar mass is 116.55 g mol⁻¹. The calculation puts the LUMO energy at 0.8 eV.

It turns out <R> is the most stable, with the second structure 0.0593 hartree higher.

<P>
This record from the Open Molecules 2025 dataset describes a gas-phase ion, C7H13N2 (charge +1). The level of theory is ωB97M-V/def2-TZVPD.

Positions of all 22 atoms, in Å:
N 0.220 1.070 0.654
N 0.040 -0.627 -0.911
C -0.148 -1.932 -1.475
C -0.092 1.384 2.042
C -0.514 -0.179 0.428
C -3.199 0.583 -0.238
C 1.552 -0.375 -0.782
C 1.577 0.839 0.202
C -2.053 0.237 0.024
H -4.109 0.860 -0.685
H -1.153 1.623 2.331
H 2.085 1.716 -0.167
H 0.575 2.252 2.178
H 0.406 -2.587 -0.912
H -0.560 -0.964 1.121
H 0.195 0.685 2.757
H 1.883 -0.024 -1.735
H 0.155 -1.883 -2.642
H -0.231 0.013 -1.668
H 2.168 -1.157 -0.215
H -1.143 -2.113 -1.411
H 2.349 0.579 1.103

Its SMILES is C#C[C@@H]1N(C)CC[N@H+]1C. As for the frontier orbital gap: 0.3803 hartree. As for the multiplicity: 1. Its molar mass is 125.19 g mol⁻¹. The calculation puts the LUMO energy at -3.1 eV. The net charge is +1.

<Q>
This record from the Open Molecules 2025 dataset describes a gas-phase ion, C7H13N2 (charge +1). The level of theory is ωB97M-V/def2-TZVPD.

Positions of all 22 atoms, in Å:
N 0.762 -0.283 0.902
N -1.493 -0.198 0.095
C 0.281 -1.624 0.534
C -1.110 -1.446 0.343
C 2.088 0.143 0.487
C -0.497 2.026 0.279
C -0.514 0.734 0.396
C -2.823 0.022 -0.344
C 2.362 0.285 -1.010
H -1.943 -2.192 0.380
H 2.315 1.043 1.049
H 2.844 -0.592 -1.432
H 0.301 2.699 0.395
H 1.286 0.391 -1.392
H -1.398 2.399 -0.063
H 0.757 -2.408 1.254
H -2.957 -0.744 -1.136
H 0.690 -1.804 -0.432
H 2.722 -0.483 1.178
H 2.946 1.096 -1.352
H -3.071 1.075 -0.664
H -3.543 -0.139 0.535

Its SMILES is C=C1N(CC)CC=[N+]1C. As for the frontier orbital gap: 0.2833 hartree. As for the multiplicity: 1. Its molar mass is 125.19 g mol⁻¹. The calculation puts the LUMO energy at -5.2 eV. The net charge is +1.

It turns out <Q> is the most stable, with the second structure 0.0450 hartree higher.

<P>
This record from the Open Molecules 2025 dataset describes a single C2H6NO2P molecule. The level of theory is ωB97M-V/def2-TZVPD.

Positions of all 12 atoms, in Å:
P 0.454 -1.211 -0.225
O 2.671 0.210 -0.849
O -0.386 -2.047 0.873
N -0.281 1.526 -0.715
C -0.604 0.324 -0.072
C 2.237 -0.178 0.185
H -0.694 0.414 0.992
H 2.914 -0.116 1.117
H -0.170 -3.038 0.955
H -0.315 1.388 -1.786
H -1.690 0.064 -0.336
H 0.499 1.968 -0.360

Its SMILES is NCP(O)C=O. As for the frontier orbital gap: 0.3232 hartree. As for the multiplicity: 1. Its molar mass is 107.05 g mol⁻¹. The calculation puts the LUMO energy at 0.5 eV.

<Q>
This record from the Open Molecules 2025 dataset describes a molecular structure, C2H6NO2P. The level of theory is ωB97M-V/def2-TZVPD.

Positions of all 12 atoms, in Å:
P -0.714 0.555 0.716
O 0.862 -0.958 0.763
O -1.126 0.364 2.106
N 2.925 0.136 0.936
C 1.948 -0.513 0.837
C -1.848 -0.406 -0.362
H 3.869 0.332 1.261
H 0.224 1.372 -2.027
H -1.483 -1.452 -0.315
H -2.888 -0.317 -0.069
H -1.901 0.136 -1.383
H 0.132 0.752 -2.462

As for the frontier orbital gap: 0.3208 hartree. As for the multiplicity: 1. Its molar mass is 107.05 g mol⁻¹. The calculation puts the LUMO energy at 0.5 eV.

It turns out <P> is the most stable, with the second structure 0.0048 hartree higher.

<P>
This record from the Open Molecules 2025 dataset describes a single C2H6NO2P molecule. The level of theory is ωB97M-V/def2-TZVPD.

Positions of all 12 atoms, in Å:
P -1.108 -0.967 -0.130
O -2.572 -0.218 0.300
O 1.508 -1.341 -0.017
N -0.280 1.720 -0.215
C 1.511 0.086 0.189
C 0.054 0.579 -0.041
H -0.550 -1.212 1.182
H 1.992 0.270 1.245
H -1.132 2.103 -0.504
H -3.005 -0.135 -0.505
H 2.030 0.638 -0.572
H 1.552 -1.526 -0.930

Its SMILES is [H]/N=C(/CO)PO. As for the frontier orbital gap: 0.3362 hartree. As for the multiplicity: 1. Its molar mass is 107.05 g mol⁻¹. The calculation puts the LUMO energy at 0.7 eV.

<Q>
This record from the Open Molecules 2025 dataset describes 2 unconnected molecules or ions with the total composition C2H6NO2P. The level of theory is ωB97M-V/def2-TZVPD.

Positions of all 12 atoms, in Å:
P 1.012 0.240 1.691
O -3.669 0.309 -1.900
O -1.736 0.484 -0.886
N -2.837 -0.023 -1.059
C 1.548 1.115 0.174
C 0.337 -1.227 0.833
H 0.741 1.405 -0.387
H -0.190 -1.970 1.409
H 2.173 1.965 0.456
H -0.320 -0.993 0.036
H 0.979 -1.704 0.139
H 1.963 0.399 -0.506

As for the frontier orbital gap (alpha / beta): 0.3256 / 0.1762 hartree. As for the multiplicity: 1. Its molar mass is 107.05 g mol⁻¹. The calculation puts the LUMO energy (alpha / beta) at -0.7 / -2.8 eV.

<R>
This record from the Open Molecules 2025 dataset describes a single C2H6NO2P molecule. The level of theory is ωB97M-V/def2-TZVPD.

Positions of all 12 atoms, in Å:
P 2.275 0.155 -0.283
O 3.233 -0.922 -0.496
O 2.373 0.656 1.247
N 0.565 -1.100 -0.108
C -0.572 -0.276 0.271
C -1.086 0.538 -0.559
H 2.799 -0.044 1.800
H -0.923 -0.403 1.301
H 0.782 -1.938 0.493
H -0.582 0.513 -1.534
H 0.563 -1.423 -1.082
H -1.792 1.207 -0.365

Its SMILES is C=C[NH2+]P([O-])O. As for the frontier orbital gap: 0.3471 hartree. As for the multiplicity: 1. Its molar mass is 107.05 g mol⁻¹. The calculation puts the LUMO energy at 0.7 eV.

It turns out <R> is the most stable, with the second structure 0.0605 hartree higher.